Density functional theory data (ωB97M-V/def2-TZVPD) for 3 unconnected molecules or ions with the total composition C2H7OS2.

Atoms and positions in Å:
S: -0.38109 1.08011 1.56969
H: -4.65857 5.63566 -1.82327
H: 1.68996 -3.22203 0.28171
H: 1.51201 -1.97992 -1.15955
C: 1.57635 -3.01629 -0.79378
H: -4.22506 5.88942 -1.26799
O: 1.53048 -3.91435 -1.58969
S: -1.11987 1.29461 -0.37698
H: 1.73568 0.19145 0.92923
H: 0.46759 -0.97031 0.61158
H: 1.04714 -0.73371 2.28493
C: 0.82538 -0.25464 1.33413

## Properties
Energy above the lowest of the compared OMol25 structures with the same formula, charge and spin, kcal/mol: 43.7
Charge: -1
LUMO, eV: 3.383
DFT total energy, eV: -25904.9997
Multiplicity: 1

---

Density functional theory data (ωB97M-V/def2-TZVPD) for a molecular structure, C22H53AlFINO4 in a non-equilibrium geometry.

Atoms and positions in Å:
H: 0.56160 6.58871 1.71020
C: -0.02433 -2.22175 -6.15996
H: -2.38352 -4.36984 -4.81671
H: -3.02523 2.48396 2.25352
C: -2.98723 4.33571 -0.09343
H: -1.26977 -1.16767 0.88317
C: 7.41738 -2.71165 1.72236
H: -3.53704 -2.46249 0.62962
C: -4.26354 -3.89921 2.07021
H: -4.59986 2.94723 -0.73430
H: -0.26689 5.70197 -0.86231
H: 1.08313 2.85513 0.49060
H: 8.94063 -0.47191 1.12661
C: -3.49149 2.95701 -0.62726
H: 5.56562 -1.44887 0.45775
H: -0.06082 -1.39288 -6.86937
H: -3.32159 -0.55743 1.64742
H: 0.67490 -2.97244 -6.53582
H: 2.75484 -1.02780 -1.72625
C: 0.47577 5.60482 1.18652
C: -4.07736 -3.40888 0.64253
C: -3.45063 1.65898 1.65197
H: 3.45588 4.30682 1.04155
C: 2.72779 5.01568 1.47309
C: 2.78050 -1.49616 -0.72238
C: 7.93968 -0.48269 0.68840
I: -0.01256 0.57589 -2.05960
H: -1.37071 6.43327 0.43712
H: 8.40293 -2.76693 2.19117
H: 1.97954 -2.25472 -0.66716
H: -3.28830 -4.02714 2.54330
N: 0.96104 2.18648 1.24986
H: 2.31989 4.63213 2.42870
H: 7.95991 0.08657 -0.24269
H: -5.15981 -5.55344 3.13487
C: -2.98963 1.71399 0.16192
H: 1.80831 2.17581 1.81414
H: 3.80726 -1.92975 -0.60908
C: -0.56479 -0.61168 1.54686
H: -1.32673 -0.26895 3.55434
H: 6.71762 -2.26396 2.43333
H: -3.56534 4.70788 0.77788
H: -3.52238 -4.13433 0.04415
H: -3.08486 5.11670 -0.88402
H: -1.02739 3.56358 -0.56979
H: 3.28861 5.95112 1.72916
C: 7.46427 -1.90509 0.43321
O: 6.17122 -1.87781 -0.16094
H: -4.49909 -5.99298 1.54809
H: 8.13241 -2.39263 -0.28033
O: -4.96880 -2.91849 2.83195
H: -3.41719 0.82371 -0.35463
C: -1.38096 -3.96167 -4.96012
H: 0.29307 4.80592 1.93793
C: -0.70386 5.60089 0.14736
H: -5.83175 -2.79419 2.42633
H: 7.25697 0.03757 1.36591
C: -1.41073 -2.81233 -5.95642
H: -3.48514 0.20843 3.23745
O: 1.72846 5.37225 0.53610
H: -1.96154 -1.48008 -4.64427
O: -2.29819 -1.80011 -5.49040
H: 0.00292 -1.38864 2.11163
H: 3.35947 0.41702 0.05591
C: -2.95588 0.28655 2.25764
H: -5.04604 -3.23102 0.16464
H: -1.89563 1.57056 0.14730
H: -3.10786 2.87017 -1.67094
H: -1.03323 -3.61683 -3.98240
C: -1.41774 0.23814 2.56396
H: -1.80321 -3.16588 -6.91277
F: 3.15753 -0.85781 1.64225
H: -1.04694 1.26963 2.72017
C: -1.45229 4.23001 0.21248
H: -6.02545 -5.09582 1.67569
H: -1.35215 3.71747 1.19043
Al: 0.79316 0.45018 0.46150
H: -4.56015 1.61084 1.70281
H: 7.06651 -3.72638 1.52596
H: 0.36702 -1.81957 -5.22182
C: 2.65812 -0.38954 0.39157
H: -0.72228 -4.76397 -5.30058
C: -5.02605 -5.21544 2.10519

## Properties
Charge: -1
LUMO, eV: 2.648
DFT total energy, eV: -50772.4891
Multiplicity: 1

---

Density functional theory data (ωB97M-V/def2-TZVPD) for 2 unconnected molecules or ions with the total composition C6H6N2O2 in a non-equilibrium geometry.

Atoms and positions in Å:
C: 1.83763 -0.32195 -0.68423
C: 1.14351 0.67765 -1.53424
N: -0.25008 0.42456 -1.45304
H: -0.50136 -2.37936 -0.10473
O: 1.44624 1.72819 -2.11765
N: -0.13728 -1.58811 -0.44865
C: 1.17757 -1.43816 -0.16867
H: 1.78110 -2.02043 0.35978
O: -2.07657 -0.85441 -1.05937
H: -0.85634 0.86047 -2.06427
C: -0.92146 1.85834 2.80844
C: -0.93620 -0.67930 -0.87949
H: 2.86048 -0.35730 -0.19948
H: -2.65470 0.74675 1.82181
C: -1.87168 1.16196 2.56921
H: -0.04086 2.18109 3.15457

## Properties
Energy above the lowest of the compared OMol25 structures with the same formula, charge and spin, kcal/mol: 81.7
LUMO, eV: 0.208
DFT total energy, eV: -13391.0841
Multiplicity: 1
SMILES: O=c1cc[nH]c(=O)[nH]1.C#C

---

Density functional theory data (ωB97M-V/def2-TZVPD) for C31H34N4O6 in the gas phase in a non-equilibrium geometry.

Atoms and positions in Å:
C: -3.69600 5.60417 2.07625
H: 0.51949 -1.57209 3.16840
H: 3.62516 -1.37814 -5.61832
C: 2.02151 -3.63264 -1.00745
H: 1.66591 -4.65346 -1.19542
H: -1.64069 5.01212 2.56643
H: 1.42856 -0.77544 -4.65389
H: 1.98208 -2.02730 1.30791
H: 0.66269 -1.81682 -2.59021
C: -1.27469 -0.25906 4.47674
O: 2.19595 2.47539 -1.05171
H: -0.59361 0.60746 4.46823
H: -2.89758 3.94516 3.21736
C: 1.78169 -0.61842 -0.30553
C: 1.62632 -2.09243 -2.99089
H: -4.17530 5.94455 2.99226
C: 2.05505 -1.50753 -4.16962
C: -2.45542 -2.07520 0.08092
H: -0.42456 -4.57108 -2.10063
C: -0.98248 -3.88499 -1.48328
O: 1.13570 1.43611 -2.74109
H: -3.02987 -1.37147 0.66427
H: -2.47869 -1.18221 2.95791
C: -4.69708 4.91309 1.12709
H: -5.68245 4.82503 1.58119
O: -3.04018 1.55499 2.98988
O: 3.56502 0.12857 -1.67466
H: -3.25575 6.47453 1.58841
H: -4.16726 -2.86438 -0.93276
N: 0.98902 -2.94646 -0.28680
H: 5.80669 -2.26239 -0.01015
H: -2.94683 0.68265 4.59307
H: -4.80686 5.49017 0.20881
C: -2.36203 -3.80983 -1.58489
H: -4.30428 3.20538 -0.19710
O: 3.94785 -1.50529 -0.18768
C: 4.08305 -2.77451 -4.06211
N: -1.88566 2.44673 1.24122
H: 5.75118 -0.50871 -0.36992
C: -0.34068 -3.03925 -0.58781
C: -1.47533 -0.74568 3.02593
H: -0.80518 -1.06186 5.05248
C: 2.43302 -3.00223 -2.32220
H: -2.87194 -4.45607 -2.28383
C: -0.49128 0.04332 1.05810
N: -1.35355 0.34797 2.04719
H: 4.28791 -4.06806 -2.36913
C: 3.65998 -3.34815 -2.87730
H: 3.46289 2.93329 -2.60921
C: -0.39274 -1.74358 2.59269
C: -2.61165 3.69386 1.10722
H: -0.71213 -2.77387 2.73494
H: 2.89688 -3.70537 -0.35420
C: 3.28535 -1.84229 -4.70469
C: -2.17048 1.50452 2.13897
C: 1.48126 1.49271 -1.59260
H: 3.19133 4.20214 -1.37165
N: -0.06066 0.87166 0.16242
H: -2.13636 4.23759 0.28585
O: -2.46477 0.03103 5.13693
C: -0.13906 -1.40881 1.11955
C: 3.15024 -0.63178 -0.82944
C: -4.10913 3.53081 0.82354
C: 5.31038 -1.48431 -0.58486
C: 2.72613 3.42363 -1.97069
C: -3.09543 -2.91571 -0.82342
H: 1.92943 3.83496 -2.59366
C: 1.24974 -1.76270 0.53375
H: 5.39129 -1.67949 -1.65610
C: -2.61310 4.56419 2.36760
H: 5.04316 -3.04659 -4.47760
H: -4.51075 2.78787 1.51146
C: 1.04413 0.49148 -0.55338
H: -1.14651 2.22346 0.57346
C: -1.08805 -2.15500 0.19747

## Properties
LUMO, eV: -0.095
DFT total energy, eV: -50946.0039
Multiplicity: 1
SMILES: COC(=O)C1=C(C(=O)OC)[C@@H]2N(Cc3ccccc3)c3ccccc3[C@@]23C[C@@H](CO)N(C(=O)NC2CCCC2)C3=N1

---

Density functional theory data (ωB97M-V/def2-TZVPD) for a molecular structure, C3H2FO2Pb in a non-equilibrium geometry.

Atoms and positions in Å:
H: 1.46927 0.04597 1.71880
C: 0.29019 -0.75801 -0.02874
O: -0.65375 1.41335 0.39077
C: -0.50992 0.44661 -0.33394
O: 0.14972 -1.73912 -0.93386
H: 0.81483 -2.42653 -0.81047
Pb: -1.64548 3.23489 0.57645
F: -1.16912 0.38082 -1.45029
C: 1.25427 -0.59797 0.87127

## Properties
Energy above the lowest of the compared OMol25 structures with the same formula, charge and spin, kcal/mol: 0.0
Charge: +2
LUMO (alpha / beta), eV: -11.608 / -11.589
DFT total energy, eV: -15180.6898
Multiplicity: 2

---

Density functional theory data (ωB97M-V/def2-TZVPD) for a molecular structure, C11H29NP2Pd.

Atoms and positions in Å:
C: -0.74044 2.28443 -0.03766
C: 0.84493 -2.91982 1.49692
C: 1.09615 2.51367 1.65307
H: 0.99094 -3.99644 1.38898
C: -1.57894 -3.31010 -0.03587
H: 0.25428 -2.70217 -2.26036
P: 1.28939 -0.02329 -1.33823
H: 2.43911 2.11739 -1.42691
H: 0.09541 1.32666 -2.94970
H: -2.91060 0.34231 1.09239
H: 1.44151 1.78130 2.38692
C: -1.28946 2.36640 2.43062
H: 1.16467 3.49139 2.13571
C: 2.02455 -1.67647 -1.51544
H: -1.29953 -4.34073 -0.26470
H: -1.21766 3.38719 2.81585
H: 1.28970 0.26722 -3.71771
C: 0.91729 -2.72101 -1.39190
H: 0.01666 2.47350 -0.79396
H: -2.33401 2.08595 -1.49326
C: 2.72186 1.07915 -1.24619
C: 0.52513 0.32541 -2.94069
H: 0.29420 -2.73650 2.41954
C: -2.12265 2.55582 -0.53075
H: -2.07372 -0.11707 2.40904
H: -2.61672 -1.23300 1.34999
H: 3.21917 0.99904 -0.28081
H: 3.42060 0.77971 -2.03004
H: -2.21906 3.63049 -0.71336
N: -2.20136 -0.30920 1.41812
H: -2.91723 2.27385 0.15675
P: -0.07742 -2.30568 0.06874
H: 1.76450 2.52912 0.79751
H: -2.11458 -3.32649 0.91339
H: 2.54233 -1.73773 -2.47445
C: -0.33323 2.25776 1.27803
H: 1.30385 -3.73777 -1.30215
H: -2.23441 -2.94354 -0.82553
H: -0.98557 1.71526 3.25476
H: -2.33408 2.20877 2.18371
H: 2.78030 -1.79428 -0.73515
Pd: -0.38509 -0.04050 0.24268
H: -0.26488 -0.39168 -3.16108
H: 1.81410 -2.42828 1.57317

## Properties
Energy above the lowest of the compared OMol25 structures with the same formula, charge and spin, kcal/mol: 1.4
Charge: +2
LUMO, eV: -7.009
DFT total energy, eV: -35412.9417
Multiplicity: 1

---

Density functional theory data (ωB97M-V/def2-TZVPD) for C6H9NO in the gas phase in a non-equilibrium geometry.

Atoms and positions in Å:
C: -0.49953 0.84062 -0.55442
H: 2.14616 1.71428 -0.38438
H: 2.61538 0.49996 0.87885
H: -1.25495 -1.00226 1.16688
O: -2.61053 0.04127 -1.34862
H: -1.43589 2.46512 -0.82488
C: -2.02060 -0.29875 0.99963
H: 2.77998 0.24730 -0.92693
H: -2.99217 -0.80929 1.18560
H: -1.96922 0.67175 1.64046
H: -0.11762 -1.69235 -1.13714
C: -1.84955 0.19328 -0.45988
C: 0.75834 -0.00436 -0.39629
C: 2.11616 0.64748 -0.15465
H: 1.65750 -1.85584 -0.91257
N: -0.48629 2.09267 -0.55873
C: 0.80605 -1.31863 -0.76629

## Properties
Energy above the lowest of the compared OMol25 structures with the same formula, charge and spin, kcal/mol: 48.7
LUMO, eV: 0.339
DFT total energy, eV: -9903.4932
Multiplicity: 1
SMILES: [H]/N=C(/C(=C)C)C(C)=O

---

Density functional theory data (ωB97M-V/def2-TZVPD) for 2 unconnected molecules or ions with the total composition C4H13NSi2 in a non-equilibrium geometry.

Atoms and positions in Å:
C: 0.57763 -1.74330 -0.56253
C: 1.14114 -1.34111 -1.98565
H: 1.77747 -0.35157 -2.12070
C: -0.65704 -0.94061 -0.83167
H: 0.41941 -2.82264 -0.53745
Si: 0.04432 2.74330 2.80656
H: -0.51361 -0.03371 -3.00006
H: 0.14030 3.74219 1.65363
H: 1.03099 2.65586 3.87690
H: -0.85069 -1.70642 -2.90779
H: 1.48820 -2.24812 -2.45655
H: -0.01423 -0.17864 2.36126
Si: -0.71950 0.81542 1.65277
N: -0.36962 0.86925 -0.05309
H: 1.11426 -1.54126 0.36361
H: -2.15600 0.29653 1.51816
C: -0.36371 -0.92110 -2.38000
H: -1.01587 3.17546 3.61841
H: -1.63355 -1.30344 -0.65149
H: 0.56009 0.83391 -0.36431

## Properties
Energy above the lowest of the compared OMol25 structures with the same formula, charge and spin, kcal/mol: 103.3
LUMO, eV: 0.872
DFT total energy, eV: -21599.9404
Multiplicity: 1